1.
C7H8N2O2 | ωB97M-V/def2-TZVPD

```
19
Properties=species:S:1:pos:R:3:forces:R:3:mulliken_charge:R:1
C -1.2521 1.4028 -0.0412 0.09 2.51 0.52 -1.038
N -0.9177 -0.0016 0.0414 -3.30 -2.81 -0.36 0.112
C -1.9976 -1.1142 -0.0086 3.43 3.62 1.27 0.678
O -1.7174 -2.2978 -0.0409 -0.48 0.84 -0.23 -0.645
C -3.4412 -0.6400 0.2186 -1.69 -0.04 -2.14 0.010
O -3.8936 0.4956 0.2090 0.65 -2.41 0.65 -0.463
C 0.4270 -0.3447 -0.0293 1.55 1.03 -0.13 0.326
C 1.5777 0.4464 -0.1422 -1.95 0.61 0.36 -0.544
C 2.6637 -0.3626 -0.0364 1.51 -1.23 0.70 -0.456
C 2.2207 -1.6275 0.1434 0.00 -0.97 -0.70 -0.779
N 0.8663 -1.6162 0.1078 -2.73 -0.75 -0.13 -0.050
H -0.8005 1.9703 -0.8754 0.28 -0.90 0.00 0.328
H -2.3058 1.6321 -0.1300 0.07 -0.69 -0.09 0.397
H -0.9714 2.0472 0.8505 0.14 -1.32 -0.50 0.315
H -4.1059 -1.5905 0.0602 0.67 1.40 0.84 0.283
H 1.7234 1.4614 -0.0103 -0.54 2.04 -0.25 0.414
H 3.7023 -0.1271 0.0865 0.16 0.43 -0.35 0.395
H 2.8124 -2.4918 0.0417 0.19 -1.11 0.33 0.420
H 0.0411 -2.2680 0.0585 1.95 -0.28 0.22 0.297
```
Forces are in eV/Å.

The calculation puts the HOMO-LUMO gap (spin up / spin down) at 6.42 / 6.42 eV. As for the SMILES: CN(C(=O)C=O)c1ccc[nH]1. For the LUMO energy (spin up / spin down), the calculation gives -1.14 / -1.14 eV. The calculation puts the molar mass at 152.15 g mol⁻¹. The calculation puts the highest occupied orbital energy (spin up / spin down) at -7.558 / -7.558 eV. The value obtained for the relative energy (zero: lowest compared OMol25 entry of this formula, charge and spin) is 63.4 kcal/mol. Its total charge is 0. For the energy, the calculation gives -14461.7080 eV.

---

2.
C8H15N4O | ωB97M-V/def2-TZVPD

```
28
Properties=species:S:1:pos:R:3:forces:R:3:lowdin_spin:R:1
C 0.2594 -0.0729 0.7479 1.88 0.61 0.22 0.479
C 1.1612 -0.2890 2.7379 0.32 -2.19 -0.19 0.022
C 0.2302 -1.0332 -2.3310 0.26 -2.70 -2.38 0.005
C 0.9981 0.2699 -2.5238 -0.91 0.67 -0.60 0.047
C -1.1103 -0.7625 -1.7012 -1.01 0.40 1.75 0.062
C -0.7553 0.5951 -0.9586 -3.75 -3.80 -0.52 0.528
C 1.6973 0.0690 4.0848 -0.12 -0.16 1.01 0.004
C -1.8606 1.3564 -0.3803 -1.16 0.61 -0.71 0.049
N 0.5530 -1.3226 1.0058 -1.01 -0.22 -0.93 0.034
N 1.0934 -1.5392 2.2417 -0.02 2.01 0.85 0.022
N 0.6726 0.6033 1.8129 -0.28 2.22 2.72 0.055
N 0.1495 1.1803 -1.7666 1.35 3.08 0.34 0.541
O -2.2349 -0.5284 -2.5086 1.18 1.31 -1.37 0.045
H 0.2082 -1.6784 -3.2797 -0.38 1.33 0.91 0.000
H 0.6843 -1.7992 -1.6984 0.66 0.62 0.37 0.003
H 1.9098 0.2767 -1.9058 0.46 -0.07 -1.31 0.025
H 0.9886 0.6034 -3.6398 0.74 -0.52 2.10 0.014
H -1.4114 -1.6624 -1.0701 0.57 1.16 -0.02 0.006
H 2.7898 0.0382 4.1971 -0.29 0.10 -0.53 0.000
H 1.3302 0.9995 4.5358 0.09 0.19 -0.81 0.001
H 1.3303 -0.6373 4.8245 -0.03 -0.52 -0.19 0.001
H -2.4874 1.5900 -1.2716 -0.16 0.49 0.81 0.017
H -1.5110 2.3025 0.0953 -0.48 -0.59 -0.03 0.006
H -2.5276 0.7294 0.2774 0.94 0.71 -0.33 0.006
H 0.4726 1.5945 2.1780 0.42 -1.98 -1.65 0.003
H 0.1635 -2.0174 0.3619 0.85 -0.33 0.89 0.003
H 0.1810 2.2259 -1.6841 0.57 -1.37 -0.81 0.015
H -2.9746 -1.0916 -2.3811 -0.69 -1.06 0.42 0.004
```
Forces are in eV/Å.

The spin multiplicity is 3. The calculation puts the HOMO-LUMO gap (spin up / spin down) at 5.70 / 7.10 eV. For the LUMO energy (spin up / spin down), the calculation gives -2.59 / -6.58 eV. The calculation puts the molar mass at 183.24 g mol⁻¹. The calculation puts the highest occupied orbital energy (spin up / spin down) at -8.289 / -13.682 eV. Its total charge is +1. For the energy, the calculation gives -16534.0570 eV. The expectation value of S² is 2.010.

---

3.
C5H9NO2 | ωB97M-V/def2-TZVPD

```
17
Properties=species:S:1:pos:R:3:forces:R:3:mulliken_charge:R:1
C -1.2746 -0.5505 0.3065 -1.92 -0.32 -1.26 -0.256
C 0.0715 -1.1605 0.0233 2.54 -2.45 -2.11 -0.241
C 2.0714 0.0113 -0.3863 -1.43 -4.79 1.37 -0.454
C 1.1991 0.5852 0.7423 2.28 6.09 2.81 -0.768
C -0.1162 0.2786 0.3340 0.73 2.85 -4.39 0.916
H -2.2795 0.5539 -1.1387 -0.50 -0.81 -2.25 0.140
H -3.3641 -0.0609 -0.0453 2.47 -0.57 -0.43 0.301
H -1.6591 -0.8722 1.1872 -0.75 -1.53 2.70 0.362
H 0.4066 -1.8399 0.9164 -0.52 1.39 -1.93 0.208
H 2.8141 -0.5347 0.1578 0.97 -0.61 -0.01 0.274
H 2.5201 0.4189 -1.2251 0.49 2.31 -1.02 0.379
H 1.4244 1.7761 0.5868 -0.70 -2.44 1.18 0.235
H 1.2096 0.3378 1.8676 1.54 -0.12 -1.73 0.318
H -1.7037 1.2858 -0.7824 5.29 1.03 0.27 0.302
N -2.3915 -0.2052 -0.4946 -2.86 -0.36 1.18 -0.553
O 1.2140 -1.0630 -1.1145 -2.32 0.31 4.08 -0.440
O -0.1421 1.0392 -0.9351 -5.30 0.00 1.55 -0.724
```
Forces are in eV/Å.

The calculation puts the HOMO-LUMO gap at 8.66 eV. For the LUMO energy, the calculation gives 0.00 eV. The calculation puts the molar mass at 115.13 g mol⁻¹. The calculation puts the highest occupied orbital energy at -8.659 eV. The value obtained for the relative energy (zero: lowest compared OMol25 entry of this formula, charge and spin) is 257.4 kcal/mol. Its total charge is 0. For the energy, the calculation gives -10905.4117 eV.

---

4.
C28H29N5O5SSn | ωB97M-V/def2-TZVPD

```
69
Properties=species:S:1:pos:R:3:forces:R:3:mulliken_charge:R:1
Sn 0.3411 0.0990 0.6984 0.69 0.32 -0.23 1.384
C -0.7381 -2.0840 3.9204 0.06 -0.03 -0.05 -1.318
C 0.0411 -0.8182 4.1036 0.01 0.14 -0.13 0.989
C 0.7628 -0.6249 5.2835 0.02 0.00 0.08 -0.834
C 1.3522 0.5917 5.5453 -0.05 0.08 -0.05 -0.731
C 1.1519 1.6417 4.6517 0.02 -0.06 0.12 -1.065
C 0.4443 1.3849 3.5041 -0.17 -0.14 -0.01 0.803
N -0.0472 0.1587 3.1918 0.15 0.13 0.04 0.266
C 0.0370 2.4557 2.5569 0.10 -0.12 0.06 0.295
C -0.0306 3.8131 2.8221 -0.08 0.08 -0.01 -0.790
C -0.6265 4.6333 1.8722 -0.01 -0.05 0.02 -0.956
C -1.2115 4.0927 0.7294 -0.06 0.02 0.01 -0.852
C -1.1102 2.7293 0.5346 -0.18 -0.23 -0.16 0.418
N -0.4366 1.9923 1.4093 0.08 -0.13 -0.05 0.455
C -1.8217 1.9054 -0.4945 -0.01 -0.16 0.04 0.926
C -2.5768 2.4421 -1.5103 -0.01 -0.02 -0.03 -0.988
C -3.3291 1.5772 -2.3047 0.00 0.04 0.02 -0.758
C -3.3336 0.2263 -2.0303 -0.03 0.04 0.00 -0.857
C -2.5389 -0.2698 -0.9985 0.12 0.07 0.03 1.057
C -2.5330 -1.7187 -0.6359 0.04 -0.09 0.11 -1.013
N -1.7779 0.5647 -0.2840 0.52 0.26 0.21 0.321
H -1.5725 -2.0735 4.6254 0.02 -0.02 0.00 0.477
H -0.1328 -2.9614 4.1500 0.00 0.00 0.00 0.385
H -1.1410 -2.1801 2.9191 -0.02 0.05 -0.07 -0.058
H 0.8285 -1.4353 5.9971 0.00 0.00 -0.01 0.503
H 1.9214 0.7454 6.4523 0.01 -0.01 -0.01 0.494
H 1.5442 2.6276 4.8542 0.01 0.00 0.00 0.471
H 0.3226 4.2180 3.7591 0.02 0.01 -0.02 0.461
H -0.6939 5.6982 2.0523 0.01 -0.01 -0.01 0.476
H -1.7564 4.7220 0.0409 0.00 -0.01 0.01 0.488
H -2.6008 3.5090 -1.6789 -0.01 0.00 0.00 0.476
H -3.9358 1.9712 -3.1092 0.02 0.00 -0.01 0.508
H -3.9549 -0.4545 -2.5960 0.01 0.00 0.00 0.534
H -3.5244 -2.1471 -0.7758 0.01 0.00 -0.03 0.590
H -2.2452 -1.8585 0.4072 -0.01 0.04 -0.03 -0.028
H -1.8285 -2.2692 -1.2586 -0.02 0.03 -0.03 -0.003
C -0.9563 -3.5891 -4.8075 0.03 0.08 -0.05 -0.791
O -0.6449 -2.2858 -5.2985 0.04 -0.04 0.14 -0.454
C -0.1774 -1.3792 -4.4374 -0.08 -0.14 -0.01 0.733
C 0.1603 -0.1363 -4.9955 0.01 0.04 -0.11 -1.139
C 0.6573 0.8395 -4.1885 0.10 -0.05 0.15 -1.419
C 0.8318 0.6515 -2.7921 -0.17 0.19 -0.15 1.192
C 1.3011 1.7203 -1.9615 0.14 0.10 0.08 0.592
C 2.0359 2.9083 -2.5017 -0.04 -0.06 0.08 -1.576
O 1.1522 1.7034 -0.7160 -0.43 0.05 0.08 -0.349
C 0.4833 -0.6004 -2.2394 -0.19 0.00 -0.20 -0.347
O 0.6571 -0.9334 -0.9585 -0.19 -0.29 -0.57 -0.126
C -0.0232 -1.5992 -3.0738 0.13 -0.10 0.03 0.072
H -1.2516 -4.1696 -5.6738 -0.02 -0.01 -0.01 0.276
H -1.7826 -3.5416 -4.0951 0.00 -0.03 0.00 0.307
H -0.0798 -4.0428 -4.3429 -0.01 -0.03 -0.01 0.324
H 0.0396 0.0080 -6.0600 -0.02 0.01 0.02 0.521
H 0.9159 1.7829 -4.6439 0.01 0.05 0.06 0.281
H 1.9592 3.0444 -3.5720 0.00 0.01 -0.05 0.465
H 3.0887 2.7496 -2.2549 0.03 -0.01 -0.01 0.315
H 1.7100 3.8072 -1.9801 0.00 -0.01 0.00 0.324
H -0.2343 -2.5582 -2.6239 0.03 -0.01 -0.07 0.536
O 3.7422 0.3881 -0.6289 0.02 -0.03 -0.22 -0.425
S 3.5610 0.6630 0.7772 -0.13 -0.03 0.15 0.204
N 2.2324 0.4617 1.4216 0.02 0.08 0.35 -0.149
C 2.8368 -2.6781 1.8356 0.00 0.05 0.00 -1.238
C 1.4371 -2.9003 1.3643 -0.01 -0.09 -0.05 0.692
N 1.0719 -4.1460 1.0904 -0.01 0.11 0.00 -0.334
O 0.5952 -1.9841 1.2261 -0.50 -0.08 0.53 -0.483
H 3.2401 -3.5646 2.3209 -0.01 -0.01 -0.02 0.510
H 2.8646 -1.8330 2.5175 0.01 0.00 0.01 0.212
H 3.4635 -2.4473 0.9708 -0.02 0.02 -0.01 0.300
H 1.7141 -4.9141 1.1880 0.02 -0.02 0.02 0.223
H 0.1494 -4.3292 0.7293 -0.02 0.00 -0.01 0.226
```
Forces are in eV/Å.

The calculation puts the HOMO-LUMO gap at 7.08 eV. For the LUMO energy, the calculation gives -6.39 eV. The calculation puts the molar mass at 666.35 g mol⁻¹. The calculation puts the highest occupied orbital energy at -13.475 eV. The value obtained for the relative energy (zero: lowest compared OMol25 entry of this formula, charge and spin) is 15.9 kcal/mol. Its total charge is +2. For the energy, the calculation gives -63849.8135 eV.

---

5.
C11H20BrCuNO4P | ωB97M-V/def2-TZVPD

```
39
Properties=species:S:1:pos:R:3:forces:R:3:mulliken_charge:R:1
C 1.8687 -2.1734 1.6060 0.52 0.57 0.42 -1.097
C 0.6995 -0.9790 1.5456 0.45 -2.56 0.10 0.641
O 1.2721 0.1843 2.2399 -1.42 1.70 -3.41 -0.473
P 1.0611 1.6647 1.3485 3.05 4.99 4.65 0.899
O 1.7282 2.8217 2.2518 -2.38 -4.48 -3.23 -0.735
C -0.8143 2.1691 1.2297 -0.05 0.44 -1.93 0.082
C -1.4666 1.4246 -0.0709 -0.66 0.49 -0.10 0.413
C -2.6594 0.3502 0.2457 2.56 -1.09 -0.56 -0.614
C -2.5587 -0.9864 -0.7559 -1.97 0.68 0.66 -0.516
C -2.1931 -0.6118 -2.3082 0.81 -1.19 -0.55 -0.537
C -0.6142 -1.0985 -2.5672 0.04 2.32 1.42 -0.318
Br -0.3355 -1.9404 -4.3692 -0.13 0.43 1.36 -0.187
N -2.5241 -0.2688 1.6428 -4.77 -0.24 -0.12 -0.116
C -3.7560 -0.7702 1.9988 -3.43 -3.84 2.10 0.667
O -4.8052 -1.5888 2.2907 7.87 5.66 -2.51 -0.519
O 1.8783 1.7283 -0.1873 -1.09 -2.34 2.63 -0.400
C 2.9807 0.7587 -0.2806 2.46 -0.71 -1.84 0.124
C 3.7744 1.0691 -1.7201 -1.60 -0.28 -0.40 -1.007
H 2.7466 -1.7598 2.2974 -1.93 -0.81 -1.54 0.280
H 2.3402 -2.3807 0.5422 -1.12 0.18 2.26 0.271
H 1.4796 -3.1548 2.1410 0.69 2.02 -1.46 0.328
H -0.2097 -1.4246 2.1675 1.70 1.42 -1.53 0.143
H 0.4067 -0.7520 0.4164 0.43 -0.42 2.49 -0.304
H -1.3910 2.0340 2.2375 1.33 -0.07 -1.66 -0.442
H -0.8234 3.3420 1.0065 0.46 -2.64 0.71 0.320
H -1.9530 2.2823 -0.7441 1.07 -1.92 1.42 0.390
H -0.5722 1.0003 -0.7120 -1.69 0.64 1.15 -0.438
H -3.6493 -1.4635 -0.7204 2.35 0.79 -0.22 0.332
H -1.8443 -1.7597 -0.2448 -1.02 1.24 -1.38 0.235
H -2.2784 0.5234 -2.5829 0.15 -2.18 0.84 0.284
H -2.8645 -1.1886 -3.1082 1.36 1.14 2.06 0.438
H 0.0246 -0.0928 -2.5613 -1.13 -2.32 -0.24 0.130
H -0.1898 -1.7376 -1.6638 -1.05 0.88 -2.33 0.208
H 3.8106 0.8794 0.5498 -2.17 -0.20 -1.24 0.305
H 2.6162 -0.3730 -0.3890 0.60 2.61 0.60 -0.009
H 3.9611 2.2100 -1.9011 -0.22 -2.21 0.65 0.299
H 4.7589 0.4407 -1.8353 -1.98 1.27 0.42 0.314
H 3.0004 0.7268 -2.5613 1.85 0.72 1.63 0.220
Cu -2.9052 0.8948 3.5256 0.07 -0.69 -1.31 0.390
```
Forces are in eV/Å.

The calculation puts the HOMO-LUMO gap at 4.24 eV. For the LUMO energy, the calculation gives -2.51 eV. The calculation puts the molar mass at 404.71 g mol⁻¹. The calculation puts the highest occupied orbital energy at -6.749 eV. Its total charge is 0. For the energy, the calculation gives -145371.4271 eV.

---

> Which value of total charge does entry 3 give?

0

---

Copy entry 5 word for word.
C11H20BrCuNO4P | ωB97M-V/def2-TZVPD

```
39
Properties=species:S:1:pos:R:3:forces:R:3:mulliken_charge:R:1
C 1.8687 -2.1734 1.6060 0.52 0.57 0.42 -1.097
C 0.6995 -0.9790 1.5456 0.45 -2.56 0.10 0.641
O 1.2721 0.1843 2.2399 -1.42 1.70 -3.41 -0.473
P 1.0611 1.6647 1.3485 3.05 4.99 4.65 0.899
O 1.7282 2.8217 2.2518 -2.38 -4.48 -3.23 -0.735
C -0.8143 2.1691 1.2297 -0.05 0.44 -1.93 0.082
C -1.4666 1.4246 -0.0709 -0.66 0.49 -0.10 0.413
C -2.6594 0.3502 0.2457 2.56 -1.09 -0.56 -0.614
C -2.5587 -0.9864 -0.7559 -1.97 0.68 0.66 -0.516
C -2.1931 -0.6118 -2.3082 0.81 -1.19 -0.55 -0.537
C -0.6142 -1.0985 -2.5672 0.04 2.32 1.42 -0.318
Br -0.3355 -1.9404 -4.3692 -0.13 0.43 1.36 -0.187
N -2.5241 -0.2688 1.6428 -4.77 -0.24 -0.12 -0.116
C -3.7560 -0.7702 1.9988 -3.43 -3.84 2.10 0.667
O -4.8052 -1.5888 2.2907 7.87 5.66 -2.51 -0.519
O 1.8783 1.7283 -0.1873 -1.09 -2.34 2.63 -0.400
C 2.9807 0.7587 -0.2806 2.46 -0.71 -1.84 0.124
C 3.7744 1.0691 -1.7201 -1.60 -0.28 -0.40 -1.007
H 2.7466 -1.7598 2.2974 -1.93 -0.81 -1.54 0.280
H 2.3402 -2.3807 0.5422 -1.12 0.18 2.26 0.271
H 1.4796 -3.1548 2.1410 0.69 2.02 -1.46 0.328
H -0.2097 -1.4246 2.1675 1.70 1.42 -1.53 0.143
H 0.4067 -0.7520 0.4164 0.43 -0.42 2.49 -0.304
H -1.3910 2.0340 2.2375 1.33 -0.07 -1.66 -0.442
H -0.8234 3.3420 1.0065 0.46 -2.64 0.71 0.320
H -1.9530 2.2823 -0.7441 1.07 -1.92 1.42 0.390
H -0.5722 1.0003 -0.7120 -1.69 0.64 1.15 -0.438
H -3.6493 -1.4635 -0.7204 2.35 0.79 -0.22 0.332
H -1.8443 -1.7597 -0.2448 -1.02 1.24 -1.38 0.235
H -2.2784 0.5234 -2.5829 0.15 -2.18 0.84 0.284
H -2.8645 -1.1886 -3.1082 1.36 1.14 2.06 0.438
H 0.0246 -0.0928 -2.5613 -1.13 -2.32 -0.24 0.130
H -0.1898 -1.7376 -1.6638 -1.05 0.88 -2.33 0.208
H 3.8106 0.8794 0.5498 -2.17 -0.20 -1.24 0.305
H 2.6162 -0.3730 -0.3890 0.60 2.61 0.60 -0.009
H 3.9611 2.2100 -1.9011 -0.22 -2.21 0.65 0.299
H 4.7589 0.4407 -1.8353 -1.98 1.27 0.42 0.314
H 3.0004 0.7268 -2.5613 1.85 0.72 1.63 0.220
Cu -2.9052 0.8948 3.5256 0.07 -0.69 -1.31 0.390
```
Forces are in eV/Å.

The calculation puts the HOMO-LUMO gap at 4.24 eV. For the LUMO energy, the calculation gives -2.51 eV. The calculation puts the molar mass at 404.71 g mol⁻¹. The calculation puts the highest occupied orbital energy at -6.749 eV. Its total charge is 0. For the energy, the calculation gives -145371.4271 eV.

---

> Number 3 is which compound?

C5H9NO2